Computed, not measured: a molecular structure, C30H25ClMnO2P in a non-equilibrium geometry, with ωB97M-V/def2-TZVPD.

Calculated values
LUMO energy (spin up / spin down) (eV): -1.81 / -0.35
DFT total energy (Ha): -3261.20573
Strongest force on any atom (Eh/bohr): 0.0625
E_HOMO (spin up / spin down) (eV): -6.6 / -6.6
Multiplicity: 5
<S²>: 6.179
M (g mol⁻¹): 538.89

Positions of all 60 atoms, in Å:
C1 0.16 -0.89 2.59
C2 -1.01 -2.74 3.35
H1 -1.11 3.41 -3.32
C3 3.48 3.80 1.04
H2 1.17 -0.86 -4.58
C4 0.68 0.07 -4.31
H3 -0.81 2.81 -5.73
C5 1.22 2.70 -0.17
H4 0.81 -0.30 -2.18
C6 2.44 2.75 -0.89
H5 -5.22 4.30 0.41
C7 -2.93 1.93 -0.44
Cl1 -2.21 -2.26 -0.28
C8 -4.25 3.86 0.17
Mn1 -0.52 -2.50 1.25
H6 3.40 -4.62 1.51
H7 -3.17 5.72 0.47
C9 -1.95 -1.84 2.74
H8 -3.03 -1.96 2.71
C10 -1.77 2.76 -0.46
H9 -1.25 -3.67 3.87
H10 -0.22 -4.10 -0.75
C11 1.59 -4.14 0.46
C12 3.55 3.32 -0.28
C13 1.84 -6.09 1.87
C14 0.22 0.95 -5.30
H11 -1.63 0.15 1.72
C15 0.30 -4.59 0.09
C16 2.02 -2.73 0.12
H12 0.37 0.70 -6.35
C17 -1.22 -0.71 2.23
H13 0.11 -7.36 2.08
C18 2.38 -4.93 1.30
H14 2.47 -6.71 2.51
C19 -0.60 2.49 -3.61
H15 4.36 4.26 1.49
H16 -0.95 4.74 -0.10
H17 2.26 4.00 2.81
H18 -2.83 0.86 -0.65
H19 0.25 2.97 1.76
C20 0.29 -2.14 3.27
H20 0.96 -0.16 2.46
H21 4.49 3.39 -0.84
C21 1.17 3.10 1.19
H22 2.48 2.36 -1.90
C22 0.50 0.38 -2.97
C23 -0.43 2.14 -4.95
O1 1.03 -1.87 0.23
C24 -4.16 2.50 -0.14
H23 1.20 -2.50 3.75
P1 -0.24 2.01 -0.91
C25 2.30 3.67 1.77
H24 -1.28 -6.01 0.46
C26 -3.10 4.66 0.20
C27 -0.25 -5.73 0.71
C28 0.52 -6.47 1.60
C29 -0.10 1.62 -2.62
O2 3.17 -2.46 -0.21
C30 -1.86 4.12 -0.12
H25 -5.05 1.86 -0.15